{"formula": "C20H47BO9", "method": "ωB97M-V/def2-TZVPD", "symbols": ["C", "C", "O", "B", "C", "C", "C", "C", "C", "C", "O", "O", "H", "H", "H", "H", "H", "H", "H", "H", "H", "H", "H", "H", "H", "H", "H", "H", "H", "H", "H", "C", "O", "C", "C", "O", "C", "C", "O", "C", "H", "H", "H", "H", "H", "H", "H", "H", "H", "H", "H", "H", "H", "H", "C", "O", "C", "C", "O", "C", "C", "O", "C", "H", "H", "H", "H", "H", "H", "H", "H", "H", "H", "H", "H", "H", "H"], "xyz": [[-8.809, -0.269, 2.680], [-7.799, -1.092, 1.899], [-7.866, -0.803, 0.504], [-7.159, 0.194, -0.096], [-6.071, 1.035, 0.675], [-5.380, 2.136, -0.132], [-4.269, 2.888, 0.615], [-3.051, 2.003, 0.871], [-4.768, 3.512, 1.917], [-7.469, 0.338, -1.662], [-8.437, 1.385, -1.862], [-8.713, 1.968, -0.566], [-9.714, -0.136, 2.084], [-8.431, 0.720, 2.940], [-9.092, -0.777, 3.603], [-8.000, -2.159, 2.000], [-6.783, -0.906, 2.258], [-6.585, 1.482, 1.536], [-5.325, 0.359, 1.116], [-6.138, 2.847, -0.473], [-4.943, 1.697, -1.036], [-3.954, 3.711, -0.037], [-2.183, 2.588, 1.181], [-2.772, 1.447, -0.028], [-3.244, 1.276, 1.664], [-4.973, 2.750, 2.674], [-5.686, 4.084, 1.762], [-4.015, 4.185, 2.335], [-6.587, 0.612, -2.250], [-7.887, -0.591, -2.059], [-9.609, 1.644, -0.418], [2.878, -1.945, 2.502], [2.615, -0.810, 1.710], [1.315, -0.824, 1.156], [0.950, 0.534, 0.600], [0.596, 1.489, 1.587], [1.662, 2.109, 2.290], [2.364, 3.200, 1.509], [3.257, 2.647, 0.563], [3.752, 3.616, -0.331], [2.811, -2.869, 1.915], [3.890, -1.847, 2.887], [2.175, -2.016, 3.340], [0.579, -1.112, 1.918], [1.265, -1.565, 0.344], [0.051, 0.405, -0.007], [1.749, 0.912, -0.040], [2.391, 1.375, 2.638], [1.193, 2.578, 3.157], [2.915, 3.837, 2.216], [1.616, 3.826, 1.005], [2.941, 4.083, -0.902], [4.431, 3.114, -1.017], [4.302, 4.406, 0.195], [3.595, -0.491, -1.743], [4.792, -1.131, -2.127], [5.833, -0.892, -1.200], [6.964, -1.875, -1.405], [6.675, -3.174, -0.909], [5.989, -4.040, -1.798], [6.908, -4.795, -2.732], [7.358, -3.954, -3.775], [8.409, -4.529, -4.512], [3.717, 0.598, -1.701], [2.838, -0.733, -2.488], [3.271, -0.836, -0.757], [5.453, -0.982, -0.174], [6.224, 0.128, -1.326], [7.818, -1.522, -0.824], [7.246, -1.910, -2.460], [5.234, -3.499, -2.373], [5.490, -4.776, -1.164], [6.362, -5.654, -3.148], [7.765, -5.182, -2.164], [9.275, -4.741, -3.873], [8.698, -3.817, -5.282], [8.100, -5.465, -4.993]], "relative_energy_kj_mol": 0.0, "smiles": "CCOB(CCC(C)C)COO.COCCOCCOC.COCCOCCOC", "homo_ev": -9.27, "orbital_gap_ha": 0.36360, "lumo_energy_ev": 0.6, "max_force_ev_per_a": 0.24}

***

{"formula": "C28H39ClN3NiO4", "method": "ωB97M-V/def2-TZVPD", "symbols": ["O", "C", "C", "C", "H", "C", "H", "C", "H", "C", "H", "C", "H", "H", "C", "C", "H", "H", "H", "C", "C", "H", "H", "H", "H", "Ni", "Cl", "C", "O", "N", "C", "C", "H", "H", "H", "H", "H", "H", "H", "H", "H", "C", "C", "N", "H", "C", "O", "H", "H", "H", "H", "H", "H", "C", "C", "N", "H", "C", "O", "H", "H", "H", "H", "C", "C", "C", "C", "C", "C", "C", "C", "H", "H", "H", "H", "H"], "xyz": [[-0.079, 0.094, -2.878], [-0.207, -1.209, -2.968], [-1.594, -1.607, -3.468], [-2.702, -1.415, -2.656], [-2.558, -0.944, -1.676], [-3.954, -1.847, -3.098], [-4.823, -1.720, -2.452], [-4.083, -2.419, -4.372], [-5.064, -2.758, -4.729], [-2.961, -2.558, -5.197], [-3.041, -2.996, -6.191], [-1.717, -2.106, -4.757], [-0.830, -2.149, -5.391], [0.520, -1.589, -3.726], [1.771, -2.100, -1.649], [0.285, -2.130, -1.728], [2.195, -3.096, -1.874], [2.101, -1.780, -0.645], [2.160, -1.358, -2.364], [-0.456, -3.269, -1.289], [0.198, -4.519, -0.749], [-1.494, -3.382, -1.618], [0.293, -5.263, -1.549], [-0.418, -4.958, 0.043], [1.191, -4.314, -0.330], [-0.449, -2.086, 0.220], [0.309, -2.828, 2.139], [1.294, 0.598, 3.073], [1.901, 1.613, 2.729], [0.752, 0.430, 4.318], [1.116, 1.362, 5.367], [-0.148, -0.635, 4.717], [1.144, -0.260, 2.389], [1.824, 2.079, 4.949], [1.574, 0.816, 6.202], [0.233, 1.890, 5.754], [-0.337, -1.295, 3.858], [-1.100, -0.226, 5.087], [0.311, -1.218, 5.532], [-3.166, 2.781, -3.462], [-3.865, 2.860, -0.771], [-2.792, 1.910, -2.896], [-2.846, 2.575, -0.486], [-2.083, 2.342, -1.697], [-2.089, 1.342, -3.524], [-0.745, 2.506, -1.702], [-0.046, 2.702, -0.696], [-2.375, 3.371, 0.103], [-0.311, 2.447, -2.720], [-3.644, 1.277, -2.613], [-2.888, 1.663, 0.124], [5.326, 2.271, -0.002], [3.707, 3.625, -1.613], [4.845, 1.381, -0.419], [3.334, 2.636, -1.914], [3.487, 1.692, -0.817], [4.812, 0.586, 0.331], [2.460, 0.953, -0.327], [2.592, -0.039, 0.397], [2.274, 2.708, -2.181], [1.467, 1.330, -0.654], [5.433, 1.062, -1.288], [3.921, 2.297, -2.785], [-1.004, -0.472, 0.910], [-1.386, 0.459, 1.631], [-1.822, 1.426, 2.565], [-2.852, 1.130, 3.485], [-3.090, 2.006, 4.540], [-2.355, 3.193, 4.635], [-1.428, 3.548, 3.651], [-1.167, 2.677, 2.602], [-3.403, 0.191, 3.376], [-3.833, 1.752, 5.301], [-2.516, 3.862, 5.479], [-0.880, 4.493, 3.706], [-0.434, 2.895, 1.824]], "homo_ev": [-4.39, -4.39], "orbital_gap_ha": [0.26455, 0.21691], "spin_multiplicity": 3, "total_charge": -1, "lumo_energy_ev": [2.8, 1.5], "max_force_ev_per_a": 3.42}

***

{"formula": "C11H14BMoN7", "method": "ωB97M-V/def2-TZVPD", "symbols": ["C", "N", "N", "C", "C", "B", "N", "N", "C", "C", "C", "Mo", "N", "N", "C", "C", "C", "H", "H", "H", "H", "H", "H", "H", "H", "H", "H", "H", "C", "H", "H", "H", "N", "C"], "xyz": [[-0.337, 2.806, 1.221], [-0.105, 1.603, 0.639], [0.174, 1.832, -0.706], [0.126, 3.154, -0.933], [-0.200, 3.806, 0.256], [0.347, 0.651, -1.702], [1.499, -0.268, -1.167], [1.421, -0.745, 0.154], [2.513, -1.553, 0.364], [3.243, -1.622, -0.816], [2.595, -0.790, -1.737], [-0.279, -0.455, 1.158], [-0.992, -0.144, -1.648], [-1.469, -0.587, -0.393], [-2.626, -1.288, -0.632], [-2.880, -1.274, -2.003], [-1.843, -0.551, -2.588], [-3.144, -1.740, 0.200], [-1.657, -0.292, -3.604], [-3.716, -1.734, -2.495], [0.572, 1.045, -2.807], [2.861, -0.542, -2.754], [0.316, 3.537, -1.915], [4.130, -2.208, -0.982], [-0.330, 4.855, 0.421], [2.682, -1.981, 1.339], [-0.559, 2.868, 2.273], [-1.431, -2.887, 1.635], [-0.675, -2.246, 2.109], [0.335, -2.707, 2.061], [0.679, -0.424, 4.296], [-0.910, -2.020, 3.158], [-0.448, 1.480, 3.792], [0.107, 0.422, 3.804]], "relative_energy_kj_mol": 198.9, "homo_ev": [-23.87, -24.04], "orbital_gap_ha": [0.19759, 0.20164], "spin_multiplicity": 3, "total_charge": 4, "lumo_energy_ev": [-18.5, -18.6], "max_force_ev_per_a": 4.53}

***

{"formula": "C3H6ClN2", "method": "ωB97M-V/def2-TZVPD", "symbols": ["C", "C", "C", "N", "N", "Cl", "H", "H", "H", "H", "H", "H"], "xyz": [[0.751, 0.045, 0.986], [-0.802, 0.246, -0.782], [0.138, -0.415, -1.628], [1.736, 0.059, 0.204], [-0.525, 0.081, 0.614], [0.532, 0.358, -3.090], [0.969, 0.181, 2.038], [-0.748, 1.470, -0.997], [-1.841, -0.077, -0.832], [0.407, -1.473, -1.632], [2.611, 0.217, 0.541], [-1.209, 0.222, 1.306]], "relative_energy_kj_mol": 258.0, "homo_ev": [-14.54, -14.54], "orbital_gap_ha": [0.29348, 0.29350], "total_charge": 1, "lumo_energy_ev": [-6.6, -6.6], "max_force_ev_per_a": 5.59}

***

{"formula": "C3H6N2O", "method": "ωB97M-V/def2-TZVPD", "symbols": ["C", "N", "N", "C", "C", "O", "H", "H", "H", "H", "H", "H"], "xyz": [[0.032, -0.811, 0.913], [-0.416, 0.406, 0.263], [0.335, 1.559, 0.596], [-0.542, 0.288, -1.148], [-0.262, -0.764, -1.856], [-0.128, -1.736, -2.495], [1.055, -1.099, 0.625], [-0.647, -1.618, 0.647], [-0.002, -0.663, 1.993], [0.076, 1.856, 1.532], [1.344, 1.384, 0.574], [-0.844, 1.196, -1.644]], "relative_energy_kj_mol": 311.2, "smiles": "CN(N)C=C=O", "homo_ev": -8.04, "orbital_gap_ha": 0.32617, "lumo_energy_ev": 0.8, "max_force_ev_per_a": 1.48}

***

{"formula": "C20H47N4O6", "method": "ωB97M-V/def2-TZVPD", "symbols": ["C", "N", "C", "C", "O", "C", "N", "C", "C", "C", "C", "O", "H", "H", "H", "H", "H", "H", "H", "H", "H", "H", "H", "H", "H", "H", "H", "H", "H", "C", "O", "C", "C", "N", "C", "C", "O", "C", "H", "H", "H", "H", "H", "H", "H", "H", "H", "H", "H", "H", "H", "H", "H", "C", "O", "C", "C", "N", "C", "C", "O", "C", "H", "H", "H", "H", "H", "H", "H", "H", "H", "H", "H", "H", "H", "H", "H"], "xyz": [[-1.467, -2.871, -1.487], [-0.894, -3.778, -2.481], [0.136, -4.646, -1.918], [-0.528, -3.157, -3.698], [-0.358, -3.846, -4.654], [-0.371, -1.625, -3.811], [0.292, -0.960, -2.745], [1.628, -1.418, -2.643], [2.292, -0.701, -1.481], [3.488, -1.431, -0.875], [4.531, -1.832, -1.885], [5.574, -2.592, -1.243], [-1.959, -3.467, -0.721], [-2.103, -2.118, -1.917], [-0.665, -2.329, -0.994], [-0.307, -5.605, -1.676], [0.622, -4.212, -1.052], [0.852, -4.855, -2.693], [-1.353, -1.187, -3.995], [0.196, -1.494, -4.752], [1.717, -2.511, -2.462], [2.231, -1.206, -3.560], [2.530, 0.317, -1.770], [1.525, -0.622, -0.723], [3.948, -0.775, -0.142], [3.121, -2.298, -0.339], [4.955, -0.928, -2.308], [4.073, -2.432, -2.658], [6.349, -2.024, -1.200], [-4.847, 2.190, 1.149], [-5.896, 1.506, 1.814], [-6.916, 1.017, 0.954], [-6.882, -0.495, 0.853], [-5.716, -0.952, 0.112], [-5.467, -2.391, 0.179], [-5.190, -3.016, 1.545], [-3.959, -2.639, 2.131], [-3.963, -1.411, 2.831], [-4.239, 2.676, 1.910], [-4.208, 1.505, 0.584], [-5.240, 2.956, 0.475], [-6.856, 1.477, -0.037], [-7.873, 1.313, 1.394], [-7.787, -0.839, 0.343], [-6.902, -0.888, 1.879], [-4.896, -0.473, 0.458], [-4.602, -2.594, -0.456], [-6.317, -2.911, -0.275], [-5.118, -4.096, 1.392], [-6.015, -2.862, 2.253], [-4.926, -1.212, 3.309], [-3.699, -0.578, 2.174], [-3.196, -1.468, 3.604], [1.558, 3.943, -0.364], [2.633, 4.772, 0.057], [2.560, 5.194, 1.410], [3.616, 4.515, 2.259], [3.317, 3.101, 2.436], [4.396, 2.304, 3.014], [5.720, 2.205, 2.257], [5.639, 1.494, 1.040], [5.218, 2.264, -0.074], [1.624, 3.846, -1.446], [1.617, 2.943, 0.073], [0.593, 4.392, -0.112], [1.559, 5.035, 1.825], [2.749, 6.272, 1.420], [3.656, 4.997, 3.241], [4.583, 4.676, 1.764], [3.077, 2.702, 1.538], [4.010, 1.289, 3.126], [4.601, 2.676, 4.024], [6.405, 1.634, 2.891], [6.194, 3.183, 2.099], [5.568, 3.298, -0.014], [4.131, 2.246, -0.177], [5.631, 1.809, -0.975]], "homo_ev": -1.93, "orbital_gap_ha": 0.16236, "total_charge": -1, "lumo_energy_ev": 2.5, "max_force_ev_per_a": 2.51}

***

{"formula": "C4H14NO", "method": "ωB97M-V/def2-TZVPD", "symbols": ["C", "C", "C", "O", "H", "H", "H", "H", "H", "H", "H", "H", "C", "N", "H", "H", "H", "H", "H", "H"], "xyz": [[-1.087, -1.243, 0.027], [-0.899, -0.193, 1.132], [-2.226, 0.241, 1.731], [-0.171, 0.940, 0.529], [-0.117, -1.577, -0.339], [-1.652, -0.837, -0.817], [-1.550, -2.131, 0.486], [-0.163, -0.539, 1.878], [-2.616, -0.698, 2.151], [-2.909, 0.492, 0.905], [-2.252, 1.029, 2.485], [-0.858, 1.627, 0.356], [2.004, -0.270, -1.736], [2.113, 0.980, -0.895], [2.829, -0.312, -2.446], [2.062, -1.113, -1.054], [1.052, -0.272, -2.261], [2.239, 1.775, -1.524], [2.950, 0.951, -0.310], [1.252, 1.150, -0.298]], "relative_energy_kj_mol": 29.6, "homo_ev": [-21.77, -21.80], "orbital_gap_ha": [0.52883, 0.26904], "spin_multiplicity": 2, "total_charge": 2, "lumo_energy_ev": [-7.4, -14.5], "max_force_ev_per_a": 3.89}

***

{"formula": "C7H17BBeCl15", "method": "ωB97M-V/def2-TZVPD", "symbols": ["Be", "B", "H", "H", "H", "H", "C", "Cl", "Cl", "Cl", "H", "C", "Cl", "Cl", "H", "H", "C", "Cl", "Cl", "H", "H", "C", "Cl", "Cl", "H", "H", "C", "Cl", "Cl", "H", "H", "C", "Cl", "Cl", "H", "H", "C", "Cl", "Cl", "H", "H"], "xyz": [[-15.146, -11.005, 14.311], [-16.268, -9.593, 14.812], [-16.605, -9.914, 13.839], [-15.256, -9.220, 14.772], [-16.973, -8.870, 15.192], [-16.356, -10.507, 15.378], [-14.918, -7.372, 14.905], [-14.503, -6.879, 16.602], [-13.553, -8.309, 14.190], [-15.193, -5.960, 13.826], [-15.811, -7.998, 14.903], [-18.352, -11.664, 11.958], [-17.535, -11.999, 10.442], [-17.285, -11.135, 13.317], [-19.105, -10.889, 11.812], [-18.809, -12.617, 12.222], [-17.308, -9.411, 17.580], [-18.520, -10.433, 18.326], [-15.731, -10.010, 18.051], [-17.425, -9.545, 16.505], [-17.402, -8.367, 17.877], [-17.193, -12.408, 16.329], [-15.480, -12.074, 16.034], [-18.067, -11.186, 15.375], [-17.513, -13.413, 16.055], [-17.454, -12.242, 17.374], [-19.147, -9.139, 15.063], [-20.360, -10.118, 15.922], [-19.683, -8.571, 13.456], [-19.087, -8.276, 15.726], [-18.196, -9.670, 15.005], [-14.749, -9.452, 11.098], [-15.418, -9.741, 12.807], [-13.778, -10.809, 10.634], [-15.565, -9.306, 10.391], [-14.029, -8.633, 11.094], [-17.457, -8.100, 12.514], [-18.133, -9.436, 11.562], [-18.403, -6.610, 12.280], [-17.489, -8.359, 13.572], [-16.415, -8.000, 12.212]], "relative_energy_kj_mol": 1901.2, "homo_ev": -11.79, "orbital_gap_ha": 0.25008, "total_charge": 1, "lumo_energy_ev": -5.0, "max_force_ev_per_a": 12.81}

***

{"formula": "C11H10ClMgO2S2", "method": "ωB97M-V/def2-TZVPD", "symbols": ["Mg", "C", "C", "S", "C", "C", "S", "H", "H", "H", "H", "H", "H", "Cl", "C", "C", "C", "C", "O", "C", "C", "O", "C", "H", "H", "H", "H"], "xyz": [[-0.904, 0.487, -0.089], [-0.332, 4.830, 1.258], [-0.225, 3.440, 0.647], [-1.793, 2.570, 0.648], [0.945, 2.985, 0.161], [2.199, 3.826, 0.203], [1.234, 1.404, -0.628], [-1.316, 4.975, 1.702], [-0.190, 5.616, 0.509], [0.408, 4.996, 2.045], [2.052, 4.811, 0.643], [2.590, 3.964, -0.810], [2.983, 3.311, 0.768], [0.347, -6.635, -0.644], [-0.147, -4.959, -0.781], [-0.534, -4.453, -2.039], [-0.921, -3.154, -2.186], [-0.946, -2.249, -1.079], [-1.312, -1.036, -1.249], [-0.556, -2.793, 0.181], [-0.588, -2.011, 1.392], [-0.885, -0.824, 1.494], [-0.165, -4.141, 0.306], [-0.517, -5.115, -2.896], [-1.215, -2.760, -3.150], [-0.336, -2.563, 2.313], [0.125, -4.520, 1.280]], "relative_energy_kj_mol": 0.0, "homo_ev": -3.19, "orbital_gap_ha": 0.20714, "total_charge": -1, "lumo_energy_ev": 2.4, "max_force_ev_per_a": 0.43}

***

{"formula": "C7H31NO7", "method": "ωB97M-V/def2-TZVPD", "symbols": ["C", "C", "C", "C", "N", "C", "C", "C", "H", "H", "H", "H", "H", "H", "H", "H", "H", "H", "H", "H", "H", "H", "H", "H", "H", "O", "H", "H", "O", "H", "H", "O", "H", "H", "O", "H", "H", "O", "H", "H", "O", "H", "H", "O", "H", "H"], "xyz": [[2.054, 2.504, -0.504], [2.191, 1.620, 0.673], [1.986, 0.108, 0.407], [1.007, -0.532, 1.325], [-0.322, -0.022, 1.448], [-1.418, -0.972, 1.470], [-1.708, -1.947, 0.282], [-2.917, -2.813, 0.437], [1.871, 3.619, -0.217], [2.910, 2.384, -1.152], [1.215, 2.360, -1.267], [3.128, 1.932, 1.094], [1.447, 1.845, 1.463], [1.569, 0.150, -0.589], [2.938, -0.547, 0.234], [0.971, -1.651, 1.379], [1.331, -0.476, 2.523], [-0.562, 0.850, 0.841], [-1.297, -1.473, 2.494], [-2.262, -0.285, 1.518], [-1.897, -1.543, -0.777], [-0.718, -2.534, 0.273], [-2.716, -3.749, 0.944], [-3.800, -2.374, 0.869], [-3.374, -2.876, -0.614], [1.059, -1.962, -1.415], [1.502, -2.409, -0.647], [0.524, -2.763, -1.774], [-3.808, 1.698, -0.007], [-3.506, 0.882, -0.476], [-3.125, 2.023, 0.565], [-1.068, -0.420, -2.500], [-0.246, -1.014, -2.692], [-0.324, 0.183, -2.093], [1.645, 1.043, -2.759], [1.065, 1.005, -3.497], [2.312, 0.388, -2.927], [-0.494, 2.818, -2.678], [-0.961, 3.645, -2.454], [-0.127, 2.481, -1.803], [-0.747, 1.501, 4.166], [0.072, 1.154, 3.937], [-1.157, 1.563, 3.263], [2.470, -2.786, 0.713], [2.941, -2.319, 1.486], [3.103, -3.489, 0.659]], "relative_energy_kj_mol": 514.1, "smiles": "CCCCNCCC.O.O.O.O.O.O.O", "homo_ev": -8.31, "orbital_gap_ha": 0.30142, "lumo_energy_ev": -0.1, "max_force_ev_per_a": 5.41}

***

Which formula does entry 9 have?
C11H10ClMgO2S2